1.
Below is the ion C6H10NO with charge +1 in a non-equilibrium geometry, with properties calculated with ωB97M-V/def2-TZVPD.

XYZ file:
```
18
Properties=species:S:1:pos:R:3
C 2.21021 3.01519 1.53479
C 1.26496 1.45749 1.65025
C -0.50018 0.32708 0.31590
C -1.51995 -1.80405 0.08549
C -0.88959 -0.58621 -1.98204
C -0.43022 -0.82083 -0.53793
N 0.35075 0.66798 1.13929
O 3.37961 2.91446 1.18447
H 1.59984 1.22760 2.57994
H -1.53738 0.88298 0.41854
H -2.47723 -1.36915 -0.09435
H -1.28245 -2.07054 1.15398
H -1.58239 -2.79016 -0.47419
H -0.36133 0.23701 -2.55639
H -1.95713 -0.50185 -2.19058
H -0.62121 -1.38387 -2.73564
H 0.51790 -1.43193 -0.44245
H 3.83578 2.02878 0.95093
```

ΔE to the lowest compared entry with this formula, charge and spin in kcal/mol: 129.8
Charge: +1
E_LUMO (spin up / spin down) in eV: -4.9 / -4.9
Highest occupied orbital energy (spin up / spin down) in eV: -13.67 / -13.67
Kohn-Sham gap (spin up / spin down) in eV: 8.75 / 8.74

Results of the natural (NBO) charge analysis, in e, for atoms 1 through 5: 0.4744 0.0550 0.2747 -0.5859 -0.6469

2.
Below is a cluster of 2 separate species, C3H5NO3 in total in a non-equilibrium geometry, with properties calculated with ωB97M-V/def2-TZVPD.

XYZ file:
```
12
Properties=species:S:1:pos:R:3
N -0.87362 0.63024 -1.27611
C -0.13506 -0.50472 -1.28577
O 0.62265 -0.90156 -2.10280
O -0.48270 -1.40243 -0.07981
H -1.24737 0.96638 -0.39827
H -0.56109 1.34581 -1.91608
H -1.35088 -1.20674 0.29773
C 1.74757 0.17078 0.88129
C 0.56177 -0.05858 1.15935
O -0.54091 0.48244 1.72655
H 2.56576 -0.27337 0.37158
H -0.30613 0.75177 2.62234
```

ΔE to the lowest compared entry with this formula, charge and spin in kcal/mol: 105.7
E_LUMO in eV: 0.2
Highest occupied orbital energy in eV: -9.13
Kohn-Sham gap in eV: 9.37

Results of the natural (NBO) charge analysis, in e, for atoms 1 through 5: -0.8495 0.9243 -0.5559 -0.7357 0.4098

3.
Below is a cluster of 2 separate species, C4H14N2O in total in a non-equilibrium geometry, with properties calculated with ωB97M-V/def2-TZVPD.

XYZ file:
```
21
Properties=species:S:1:pos:R:3
N 1.34872 2.49105 -0.70229
C 1.36043 1.89985 0.61474
C 1.05476 0.42919 0.86421
C -0.31637 0.09777 0.32409
C -0.23042 -0.61921 -1.16093
N -1.60112 -0.73595 -1.95585
H 0.63468 3.20058 -0.70005
H 0.99130 1.96617 -1.46211
H 2.40439 2.19523 1.03429
H 0.61348 2.31077 1.28416
H 1.96045 -0.22182 0.59525
H 0.98548 0.30843 1.94997
H -0.81137 1.02829 0.12491
H -0.82964 -0.59981 0.94567
H 0.58287 -0.15805 -1.84032
H 0.08590 -1.68618 -1.13899
H -1.71997 -1.59838 -2.41381
H -2.46535 -0.73428 -1.26414
O -1.09373 -3.28089 1.92990
H -0.92738 -2.65072 1.18749
H -2.02713 -3.64205 1.78380
```

ΔE to the lowest compared entry with this formula, charge and spin in kcal/mol: 62.5
E_LUMO in eV: 0.6
Highest occupied orbital energy in eV: -9.41
Kohn-Sham gap in eV: 10.04

Results of the natural (NBO) charge analysis, in e, for atoms 1 through 5: -0.8379 -0.2160 -0.4205 -0.4128 -0.2164

4.
Below is a cluster of 2 separate species, C12H16N2 in total in a non-equilibrium geometry, with properties calculated with ωB97M-V/def2-TZVPD.

XYZ file:
```
30
Properties=species:S:1:pos:R:3
C -3.19177 1.79519 1.21798
C -3.29516 0.99415 -0.05911
C -2.89273 -0.43891 0.11212
C -3.13331 -1.33054 1.14801
N -2.36397 -2.41757 0.91545
C -1.64869 -2.22490 -0.23321
N -1.93890 -1.01645 -0.67752
H -3.87360 1.32171 1.94574
H -3.45996 2.84198 0.95782
H -2.22479 1.75651 1.73253
H -4.37635 0.99953 -0.48604
H -2.68105 1.37804 -0.91288
H -3.78026 -1.14672 1.99711
H -2.58892 -3.28512 1.38547
H -0.95045 -2.98481 -0.55926
C 1.61324 -1.04747 -1.91779
C 2.40167 -0.22846 -0.87252
C 2.35070 -0.34633 0.51592
C 3.21994 0.50618 1.23385
C 3.96106 1.49850 0.60366
C 3.98425 1.65202 -0.77620
C 3.29692 0.67502 -1.48291
H 0.59798 -0.64667 -1.86657
H 1.61351 -2.09973 -1.70345
H 2.02407 -0.75809 -2.88098
H 1.74256 -1.11211 0.98012
H 3.33393 0.33104 2.30910
H 4.56280 2.15367 1.20369
H 4.32199 2.56406 -1.26110
H 3.37532 0.61625 -2.56903
```

ΔE to the lowest compared entry with this formula, charge and spin in kcal/mol: 25.4
E_LUMO in eV: 0.8
Highest occupied orbital energy in eV: -8.56
Kohn-Sham gap in eV: 9.35

Results of the natural (NBO) charge analysis, in e, for atoms 1 through 5: -0.6024 -0.4278 0.0983 -0.1208 -0.5158

5.
Below is a cluster of 5 separate species, C24H40BrO9PS4 in total in a non-equilibrium geometry, with properties calculated with ωB97M-V/def2-TZVPD.

XYZ file:
```
79
Properties=species:S:1:pos:R:3
O 3.98134 4.00191 4.70988
C 4.07243 3.17497 3.66266
C 3.26004 1.71668 3.56094
P 4.55295 0.37025 3.98193
Br 5.63792 -0.27540 2.05303
C 5.05052 3.50360 2.34631
C 6.66076 3.15303 2.37688
C 7.52786 3.46681 1.01845
C 6.74283 4.11073 -0.29049
C 5.13335 4.46737 -0.31508
C 4.25974 4.15678 1.03806
H 2.96282 1.58512 2.42113
H 2.28536 1.69051 4.20853
H 5.60694 1.01509 4.76573
H 7.09074 2.68096 3.37463
H 8.68939 3.19271 0.99197
H 7.37611 4.32293 -1.25237
H 4.55310 4.89781 -1.25138
H 3.09469 4.35898 1.11620
O 3.39565 -3.90356 2.51731
S 3.10950 -3.45910 1.16945
O 2.06447 -2.49913 0.87480
C 4.62886 -2.89984 0.42489
C 5.22217 -4.15189 -0.20367
C 4.05255 -4.87509 -0.86969
C 2.89742 -4.89650 0.12996
H 5.27409 -2.45260 1.18296
H 4.37435 -2.15863 -0.33858
H 6.00990 -3.90639 -0.92189
H 5.65843 -4.79150 0.57287
H 3.75056 -4.32744 -1.77069
H 4.32644 -5.88882 -1.17831
H 1.92883 -4.84110 -0.37331
H 2.93601 -5.78426 0.76720
O -0.74460 -5.42471 -3.34220
S -0.23136 -4.31375 -2.56859
O 1.14738 -4.24761 -2.12683
C -0.63491 -2.80008 -3.41804
C -2.01041 -2.42616 -2.88612
C -1.95533 -2.68013 -1.38044
C -1.31026 -4.04887 -1.16949
H -0.62105 -2.96199 -4.49720
H 0.11207 -2.05073 -3.13956
H -2.26007 -1.38571 -3.11363
H -2.77586 -3.06602 -3.34121
H -1.34293 -1.90606 -0.90219
H -2.95029 -2.63837 -0.92633
H -0.72386 -4.07944 -0.24769
H -2.05787 -4.84680 -1.16217
O -4.61667 -1.11990 -0.14012
S -3.61116 -0.54202 0.72656
O -2.22959 -0.38810 0.31663
C -4.21175 1.02725 1.32010
C -4.98244 0.68027 2.58516
C -4.12451 -0.34524 3.32468
C -3.66675 -1.38340 2.30157
H -4.83010 1.50350 0.55733
H -3.34382 1.65356 1.54702
H -5.17202 1.56749 3.19633
H -5.94991 0.23431 2.32525
H -3.25045 0.15547 3.75853
H -4.67416 -0.81586 4.14584
H -2.67397 -1.77306 2.54046
H -4.38092 -2.20746 2.22057
O -5.78567 3.87714 -0.08188
S -6.07182 4.32160 -1.42974
O -7.11685 5.28157 -1.72439
C -4.55245 4.88086 -2.17430
C -3.95915 3.62881 -2.80286
C -5.12877 2.90561 -3.46888
C -6.28389 2.88419 -2.46923
H -3.90723 5.32809 -1.41623
H -4.80697 5.62207 -2.93777
H -3.17142 3.87430 -3.52108
H -3.52289 2.98920 -2.02632
H -5.43076 3.45326 -4.36989
H -4.85488 1.89188 -3.77750
H -7.25249 2.93960 -2.97250
H -6.24531 1.99644 -1.83199
```

E_LUMO in eV: -0.2
Highest occupied orbital energy in eV: -8.82
Kohn-Sham gap in eV: 8.66

Results of the Mulliken charge analysis, in e, for atoms 1 through 5: -0.5431 0.0140 -0.4343 -0.0050 0.0008

6.
Below is the molecule C14H15BrN4O4 in a non-equilibrium geometry, with properties calculated with ωB97M-V/def2-TZVPD.

XYZ file:
```
38
Properties=species:S:1:pos:R:3
C -3.45322 -3.96126 0.21161
O -4.10199 -2.94134 0.37764
C -3.45844 -1.70215 0.54095
C -4.16023 -0.58171 1.05695
C -3.45123 0.78523 0.74744
C -2.15617 0.89096 0.36673
C -1.40485 2.30112 0.48148
N -0.29736 2.22112 -0.57699
C 0.84130 2.67425 0.03496
O 1.20266 3.11181 0.99960
C 1.98120 2.33621 -1.04737
N 2.58658 1.16719 -0.90823
N 1.77092 0.14279 -1.20639
C 2.25562 -0.95915 -0.61806
N 1.79407 -2.30117 -0.83469
O 0.76710 -2.27091 -1.77718
O 2.62261 -3.26610 -0.65742
C 3.45067 -0.68917 -0.09627
Br 4.70272 -1.97460 0.91513
C 3.49660 0.74919 0.05716
C 4.47817 1.82935 0.55448
C -1.40356 -0.33685 0.07012
C -2.13704 -1.32136 0.10153
H -2.49765 -4.21427 0.76440
H -3.01239 -3.81951 -0.94124
H -4.20720 -4.76841 0.20028
H -5.10000 -0.51749 1.47197
H -3.93666 1.65953 1.00253
H -1.08729 2.41104 1.44466
H -2.10488 3.18484 0.17841
H -0.40952 1.59218 -1.33212
H 2.80698 3.07281 -1.14141
H 1.65477 2.45456 -2.12456
H 3.79436 2.33872 1.30196
H 5.04471 2.18492 -0.08696
H 5.14832 1.24278 1.17584
H -0.39105 -0.43788 -0.35649
H -1.62863 -2.28727 -0.35047
```

E_LUMO in eV: -1.8
Highest occupied orbital energy in eV: -8.65
Kohn-Sham gap in eV: 6.84

Results of the natural (NBO) charge analysis, in e, for atoms 1 through 5: -0.1995 -0.4799 0.2796 -0.2117 -0.2137

Which formula does entry 1 have? C6H10NO

Which formula does entry 2 have? C3H5NO3